No. 1
The following is a DFT calculation (ωB97M-V with the def2-TZVPD basis set) of a cluster of 6 separate species, C20H44N2O24PS7 in total in a non-equilibrium geometry.

- HOMO: -11.87 eV
- ΔE to the lowest compared entry with this formula, charge and spin: 527.4 kJ/mol
- E: -5831.8554 hartree
- Charge: +1
- Molar mass: 952.00 u
- LUMO: -3.0 eV
- Orbital gap: 0.3267 Eh

Last column: Löwdin charge in e.
Positions of all 98 atoms, in Å:
C  4.85  5.15  -0.09  -0.20
C  3.58  5.69  -0.99  -0.46
S  2.07  5.60  0.18  0.75
C  1.78  3.76  0.37  -0.43
C  0.17  3.33  0.38  -0.38
P  -0.39  3.20  -1.44  0.77
N  -0.01  1.75  -2.09  -0.17
O  0.45  4.40  -2.45  -0.23
O  -2.11  3.41  -1.63  -0.21
N  -0.71  4.39  1.05  0.00
C  -0.33  4.61  2.53  -0.51
S  -1.41  6.00  3.26  0.76
C  -0.59  3.15  3.26  -0.15
O  0.32  2.13  2.71  -0.14
C  0.09  1.94  1.24  -0.22
C  -1.26  1.03  1.01  -0.08
C  -0.82  -0.57  0.80  -0.34
C  0.08  -1.13  2.09  -0.05
O  0.01  -0.80  -0.39  -0.12
H  4.54  4.21  0.57  0.07
H  5.24  5.95  0.70  0.09
H  5.76  4.76  -0.76  0.09
H  3.39  4.86  -1.82  0.09
H  3.72  6.76  -1.44  0.10
H  2.37  3.09  -0.42  0.13
H  2.21  3.42  1.43  0.11
H  -0.91  1.31  -2.42  0.02
H  -0.06  5.28  -2.39  0.10
H  -2.61  3.31  -0.77  0.04
H  -1.69  3.98  1.08  0.07
H  -0.79  5.28  0.51  0.15
H  0.77  4.96  2.68  0.12
H  -0.82  7.17  2.68  -0.07
H  -0.33  3.25  4.42  0.17
H  -1.74  2.83  3.24  0.12
H  1.01  1.27  0.89  0.17
H  -1.98  1.41  0.17  0.10
H  -1.90  1.03  2.01  0.13
H  -1.78  -1.27  0.67  0.16
H  0.20  -2.29  2.05  0.09
H  -0.36  -0.71  3.09  0.10
H  1.18  -0.69  1.95  0.09
H  -0.55  -0.85  -1.23  0.11
C  3.51  -1.65  4.11  -0.18
C  3.99  -2.03  5.51  -0.17
O  2.92  -2.80  6.07  -0.19
S  2.17  -3.62  4.87  0.68
O  2.71  -4.96  4.84  -0.22
O  0.76  -3.33  4.94  -0.25
O  2.81  -2.79  3.62  -0.20
H  2.81  -0.81  4.15  0.12
H  4.34  -1.40  3.45  0.14
H  4.20  -1.16  6.13  0.14
H  4.87  -2.67  5.46  0.14
C  0.21  -0.30  -6.38  -0.17
C  0.69  -0.68  -4.99  -0.18
O  -0.38  -1.45  -4.43  -0.21
S  -1.13  -2.27  -5.62  0.68
O  -0.59  -3.61  -5.65  -0.24
O  -2.54  -1.98  -5.56  -0.23
O  -0.49  -1.44  -6.88  -0.19
H  -0.49  0.54  -6.35  0.13
H  1.04  -0.05  -7.05  0.14
H  0.90  0.19  -4.37  0.12
H  1.57  -1.32  -5.03  0.13
C  -6.32  2.90  0.93  -0.15
C  -6.20  1.98  2.14  -0.15
O  -4.81  1.93  2.44  -0.17
S  -4.14  3.37  2.06  0.71
O  -4.06  4.17  3.26  -0.22
O  -3.01  3.13  1.20  -0.32
O  -5.37  3.94  1.15  -0.17
H  -6.04  2.38  0.00  0.14
H  -7.33  3.32  0.82  0.15
H  -6.59  0.97  1.93  0.15
H  -6.73  2.39  3.00  0.14
C  -2.01  -5.17  2.66  -0.17
C  -1.85  -4.96  4.16  -0.18
O  -3.18  -4.84  4.66  -0.19
S  -4.17  -5.77  3.76  0.68
O  -4.36  -7.02  4.44  -0.23
O  -5.27  -4.95  3.30  -0.24
O  -3.15  -6.01  2.51  -0.19
H  -2.21  -4.23  2.14  0.12
H  -1.13  -5.65  2.21  0.14
H  -1.27  -4.06  4.39  0.10
H  -1.38  -5.83  4.63  0.14
C  2.46  -5.12  -7.64  -0.17
C  2.58  -6.04  -6.43  -0.17
O  3.97  -6.09  -6.12  -0.19
S  4.64  -4.65  -6.51  0.68
O  4.72  -3.85  -5.31  -0.25
O  5.78  -4.89  -7.37  -0.23
O  3.41  -4.08  -7.42  -0.20
H  2.74  -5.64  -8.56  0.13
H  1.46  -4.70  -7.75  0.13
H  2.20  -7.05  -6.64  0.14
H  2.06  -5.62  -5.56  0.13

No. 2
The following is a DFT calculation (ωB97M-V with the def2-TZVPD basis set) of a structure of composition C20H45AuN2P3S2 in a non-equilibrium geometry.

- HOMO (spin up / spin down): -16.08 / -16.05 eV
- ΔE to the lowest compared entry with this formula, charge and spin: 0.0 kJ/mol
- E: -2853.6828 hartree
- Charge: +3
- Molar mass: 667.62 u
- LUMO (spin up / spin down): -8.3 / -11.0 eV
- Expectation value of S²: 2.0116
- 2S+1: 3
- Orbital gap (spin up / spin down): 0.2840 / 0.1842 Eh

Last column: Löwdin charge in e.
Positions of all 73 atoms, in Å:
Au  -0.03  0.02  0.38  0.48
P  -0.74  1.48  2.08  0.70
P  1.90  1.36  -0.27  0.70
P  -1.76  -1.61  0.74  0.70
H  3.47  -5.11  -2.04  0.11
C  2.40  -5.27  -2.01  0.08
C  1.63  -4.66  -3.02  -0.19
H  2.17  -4.32  -3.93  0.13
C  0.02  0.82  3.59  -0.21
C  -0.23  3.21  1.91  -0.22
C  -2.52  1.59  2.37  -0.21
C  3.01  0.86  -1.58  -0.24
C  1.72  3.15  -0.60  -0.25
C  2.92  1.34  1.25  -0.26
C  -1.75  -3.21  -0.08  -0.27
C  -3.46  -1.05  0.44  -0.23
C  -1.78  -2.09  2.50  -0.25
H  2.00  -6.11  -1.45  0.11
H  0.59  -4.95  -3.21  0.09
H  -0.27  1.47  4.43  0.08
H  1.11  0.80  3.46  0.04
H  -0.34  -0.21  3.74  0.03
H  -0.65  3.78  2.76  0.09
H  -0.64  3.60  0.97  0.03
H  0.87  3.29  1.92  0.04
H  -2.68  2.36  3.15  0.08
H  -2.90  0.62  2.72  0.04
H  -3.05  1.89  1.44  0.04
H  3.63  1.71  -1.92  0.08
H  2.48  0.46  -2.45  0.06
H  3.69  0.09  -1.18  0.04
H  2.24  3.73  0.19  0.07
H  0.67  3.44  -0.67  -0.02
H  2.21  3.37  -1.56  0.07
H  3.84  1.91  1.06  0.08
H  3.16  0.30  1.49  0.05
H  2.39  1.80  2.10  0.02
H  -2.44  -3.88  0.44  0.08
H  -0.74  -3.64  -0.05  0.02
H  -2.07  -3.10  -1.12  0.06
H  -4.13  -1.34  1.26  0.08
H  -3.81  -1.51  -0.49  0.07
H  -3.47  0.04  0.33  -0.01
H  -2.47  -2.94  2.62  0.08
H  -2.11  -1.25  3.14  0.03
H  -0.75  -2.39  2.77  0.06
C  2.42  -2.88  -1.39  -0.62
C  2.44  -3.36  -0.07  -0.11
C  3.63  -3.29  0.62  -0.05
C  4.80  -3.08  -0.11  -0.03
C  4.80  -2.60  -1.43  -0.04
C  3.59  -2.52  -2.09  -0.15
S  0.98  -2.72  -2.37  1.05
H  0.09  -2.36  -1.40  -0.11
H  1.55  -3.80  0.40  0.11
H  3.68  -3.51  1.67  0.13
H  5.73  -3.34  0.37  0.12
H  5.66  -2.16  -1.95  0.14
H  3.46  -2.16  -3.13  0.13
C  -5.16  2.74  -0.86  -0.06
N  -3.90  2.02  -0.90  -0.08
C  -2.75  2.67  -1.29  -0.82
S  -1.38  1.82  -1.85  0.57
N  -2.81  4.01  -1.19  -0.03
C  -1.74  4.93  -1.51  -0.07
H  -5.30  3.18  0.12  0.09
H  -5.99  2.07  -1.06  0.10
H  -5.17  3.52  -1.62  0.10
H  -3.94  1.04  -1.17  0.09
H  -3.61  4.40  -0.69  0.14
H  -1.29  5.32  -0.59  0.09
H  -0.99  4.45  -2.13  0.06
H  -2.16  5.79  -2.04  0.11

No. 3
The following is a DFT calculation (ωB97M-V with the def2-TZVPD basis set) of a cluster of 4 separate species, C20H45BBr2F5N4O5 in total in a non-equilibrium geometry.

- HOMO: -11.11 eV
- E: -7056.2029 hartree
- Charge: +1
- Molar mass: 687.21 u
- LUMO: -3.5 eV
- Orbital gap: 0.2793 Eh

Last column: Löwdin charge in e.
Positions of all 82 atoms, in Å:
C  2.87  -1.76  -0.22  -0.12
C  1.60  -1.11  0.49  -0.58
Br  0.27  -2.44  1.18  0.76
C  1.39  0.28  0.64  -0.58
Br  2.74  1.58  -0.03  0.85
N  0.19  0.86  1.33  0.00
C  -0.33  2.05  0.56  -0.14
C  -1.89  2.31  0.70  -0.12
C  -2.82  1.08  0.28  -0.06
C  -3.63  0.57  1.57  -0.29
F  -4.41  1.68  2.01  0.06
F  -2.77  0.18  2.63  0.05
C  -4.55  -0.72  1.25  -0.33
F  -4.88  -0.79  -0.13  0.08
F  -3.71  -1.84  1.50  0.08
F  -5.73  -0.76  1.99  0.14
B  0.66  1.27  2.75  -0.59
O  2.01  1.21  3.20  0.12
O  -0.38  1.68  3.65  0.15
H  3.30  -2.60  0.44  0.10
H  3.72  -1.03  -0.40  0.05
H  2.55  -2.17  -1.24  0.10
H  -0.57  0.17  1.49  0.12
H  0.20  2.97  1.01  0.15
H  -0.09  2.03  -0.56  0.14
H  -2.14  3.17  -0.03  0.15
H  -2.14  2.74  1.74  0.14
H  -3.54  1.30  -0.57  0.13
H  -2.20  0.16  -0.04  0.13
H  2.26  0.26  3.25  0.15
H  -0.08  1.34  4.53  0.15
C  1.61  -7.07  -3.82  -0.07
C  2.54  -6.02  -3.21  -0.43
C  2.15  -5.61  -1.77  -0.20
O  1.04  -4.73  -1.70  -0.24
C  -0.22  -5.36  -1.77  -0.11
N  2.60  -4.86  -4.11  0.04
H  0.65  -6.65  -4.13  0.07
H  2.07  -7.51  -4.71  0.08
H  1.42  -7.88  -3.11  0.08
H  3.54  -6.47  -3.16  0.14
H  3.00  -5.06  -1.34  0.11
H  2.00  -6.49  -1.14  0.12
H  -0.22  -6.35  -1.28  0.09
H  -0.54  -5.45  -2.81  0.08
H  -0.95  -4.73  -1.25  0.07
H  3.29  -4.20  -3.75  0.07
H  1.71  -4.36  -4.01  0.07
C  -2.14  -1.30  -5.62  -0.07
C  -2.48  -1.17  -4.13  -0.42
C  -2.89  0.25  -3.71  -0.20
O  -1.80  1.16  -3.58  -0.21
C  -1.37  1.74  -4.80  -0.10
N  -1.34  -1.66  -3.34  0.05
H  -1.16  -0.88  -5.86  0.07
H  -2.11  -2.35  -5.91  0.08
H  -2.89  -0.80  -6.23  0.08
H  -3.33  -1.83  -3.94  0.14
H  -3.35  0.19  -2.72  0.10
H  -3.66  0.66  -4.38  0.12
H  -2.19  1.91  -5.49  0.10
H  -0.60  1.12  -5.26  0.08
H  -0.91  2.71  -4.56  0.09
H  -1.61  -1.66  -2.36  0.06
H  -0.61  -0.95  -3.39  0.07
C  2.82  6.27  4.45  -0.07
C  2.23  4.91  4.11  -0.43
C  0.81  4.70  4.69  -0.20
O  0.79  4.40  6.08  -0.19
C  0.87  5.53  6.93  -0.10
N  3.16  3.86  4.55  0.05
H  3.17  6.33  5.49  0.07
H  3.69  6.48  3.82  0.08
H  2.09  7.07  4.30  0.08
H  2.14  4.86  3.02  0.13
H  0.38  3.82  4.20  0.09
H  0.15  5.54  4.46  0.12
H  0.36  6.40  6.51  0.09
H  1.91  5.77  7.14  0.08
H  0.39  5.28  7.88  0.09
H  2.81  2.96  4.23  0.04
H  3.10  3.81  5.56  0.08

No. 4
The following is a DFT calculation (ωB97M-V with the def2-TZVPD basis set) of a cluster of 11 separate species, C20H45Cl6N5O19 in total in a non-equilibrium geometry.

- HOMO: -10.70 eV
- ΔE to the lowest compared entry with this formula, charge and spin: 0.0 kJ/mol
- E: -5252.9855 hartree
- SMILES string: C[N+](=O)[O-].C[N+](=O)[O-].C[N+](=O)[O-].C[N+](=O)[O-].C[N+](=O)[O-].COC(=O)OC.COC(=O)OC.COC(=O)OC.ClCCCl.ClCCCl.ClCCCl
- Molar mass: 872.31 u
- LUMO: -0.1 eV
- Orbital gap: 0.3904 Eh

Last column: Löwdin charge in e.
Positions of all 95 atoms, in Å:
C  -2.35  -3.69  6.50  0.03
N  -1.77  -4.43  5.37  -0.44
O  -0.92  -3.89  4.66  0.05
O  -2.08  -5.61  5.28  0.05
H  -2.43  -4.29  7.40  0.10
H  -3.35  -3.36  6.21  0.10
H  -1.74  -2.80  6.62  0.10
C  -4.38  0.63  -2.49  0.03
N  -4.18  0.37  -3.90  -0.46
O  -5.11  0.63  -4.66  0.06
O  -3.06  -0.06  -4.19  0.05
H  -5.08  -0.16  -2.21  0.11
H  -4.93  1.57  -2.45  0.10
H  -3.42  0.68  -1.98  0.10
C  6.15  -0.49  -4.09  0.05
N  7.52  0.13  -4.36  -0.43
O  8.40  -0.14  -3.53  0.04
O  7.63  0.95  -5.24  0.07
H  5.93  -1.23  -4.86  0.09
H  5.39  0.28  -4.05  0.09
H  6.18  -0.89  -3.07  0.09
C  -4.37  -5.02  -3.94  0.05
N  -3.97  -4.53  -2.59  -0.45
O  -4.86  -3.98  -1.92  0.02
O  -2.86  -4.69  -2.15  0.07
H  -4.98  -5.90  -3.75  0.11
H  -3.45  -5.25  -4.47  0.09
H  -4.75  -4.12  -4.44  0.10
C  -1.24  -8.63  1.52  0.04
N  0.17  -8.69  2.06  -0.45
O  0.78  -7.67  2.30  0.07
O  0.62  -9.81  2.13  0.06
H  -1.60  -9.28  0.72  0.10
H  -1.50  -7.60  1.28  0.09
H  -1.84  -8.89  2.39  0.10
C  -1.57  1.31  4.82  -0.02
O  -2.74  0.51  4.81  -0.01
C  -3.50  0.53  3.75  -0.62
O  -3.36  1.16  2.75  0.14
O  -4.50  -0.34  4.00  -0.01
C  -5.47  -0.71  3.06  -0.06
H  -1.00  1.05  5.71  0.09
H  -1.99  2.30  5.02  0.11
H  -0.99  1.06  3.92  0.10
H  -6.47  -0.91  3.46  0.09
H  -5.14  -1.65  2.62  0.09
H  -5.61  -0.03  2.21  0.09
C  1.72  7.11  -3.43  -0.09
O  2.14  5.88  -3.89  0.00
C  1.24  5.05  -4.43  -0.61
O  0.03  5.23  -4.38  0.11
O  1.93  4.16  -5.07  0.03
C  1.41  2.88  -5.22  -0.05
H  2.51  7.64  -2.91  0.10
H  0.89  7.14  -2.72  0.10
H  1.45  7.68  -4.32  0.10
H  1.96  2.50  -6.08  0.10
H  0.38  2.72  -5.55  0.10
H  1.55  2.30  -4.31  0.10
C  -0.22  8.75  5.79  -0.05
O  -0.13  8.31  4.45  0.01
C  -0.77  7.23  4.03  -0.62
O  -1.62  6.63  4.67  0.10
O  -0.36  6.96  2.83  0.01
C  -0.85  5.89  2.03  -0.02
H  -1.24  8.64  6.17  0.09
H  0.08  9.77  6.01  0.09
H  0.41  8.12  6.41  0.10
H  -1.94  5.84  2.11  0.10
H  -0.40  4.98  2.42  0.10
H  -0.53  6.04  1.00  0.09
Cl  3.60  3.17  4.07  0.49
C  5.26  2.50  4.48  -0.63
C  5.60  1.38  3.54  -0.68
Cl  7.15  0.64  4.03  0.55
H  5.17  2.18  5.52  0.07
H  5.98  3.31  4.38  0.07
H  5.57  1.64  2.48  0.08
H  4.94  0.52  3.65  0.06
Cl  2.17  -2.72  -1.55  0.55
C  1.52  -2.32  0.03  -0.69
C  0.41  -1.28  -0.03  -0.69
Cl  0.96  0.36  -0.40  0.54
H  2.28  -2.13  0.79  0.08
H  1.11  -3.25  0.43  0.07
H  -0.15  -1.23  0.90  0.07
H  -0.24  -1.65  -0.82  0.06
Cl  0.35  -5.74  -6.25  0.59
C  1.78  -4.83  -6.45  -0.75
C  1.56  -3.36  -6.73  -0.67
Cl  0.69  -3.18  -8.26  0.55
H  2.42  -5.35  -7.16  0.07
H  2.46  -4.95  -5.60  0.07
H  2.49  -2.81  -6.86  0.07
H  1.05  -2.78  -5.96  0.07

No. 5
The following is a DFT calculation (ωB97M-V with the def2-TZVPD basis set) of a cluster of 3 separate species, C20H45IN3O17P4S in total in a non-equilibrium geometry.

- HOMO: -11.35 eV
- ΔE to the lowest compared entry with this formula, charge and spin: 0.0 kJ/mol
- E: -4293.6824 hartree
- Charge: +1
- Molar mass: 882.45 u
- LUMO: -4.7 eV
- Orbital gap: 0.2436 Eh

Last column: Löwdin charge in e.
Positions of all 91 atoms, in Å:
C  0.79  0.35  -2.55  -0.01
C  -0.59  -0.28  -2.27  -0.41
O  -1.60  0.69  -2.40  -0.01
C  -0.88  -1.46  -3.24  -0.06
C  -0.29  -2.70  -2.65  -0.18
N  0.85  -3.07  -3.15  0.16
N  1.45  -4.14  -2.61  -0.04
P  3.06  -4.49  -3.37  0.49
N  4.18  -4.10  -2.43  -0.09
O  3.09  -6.01  -3.79  -0.09
O  3.01  -3.67  -4.72  -0.08
C  0.90  -4.84  -1.61  -0.12
C  1.69  -6.00  -1.06  -0.12
C  1.35  -7.35  -1.72  -0.30
C  2.34  -8.44  -1.28  -0.64
I  1.32  -10.30  -0.98  0.83
C  -0.37  -4.50  -1.08  -0.10
C  -1.00  -5.29  0.02  -0.11
P  -2.10  -6.65  -0.53  0.42
O  -3.48  -6.35  -0.14  -0.25
O  -1.94  -6.86  -2.10  -0.09
O  -1.58  -7.98  0.14  -0.11
C  -1.00  -3.39  -1.61  -0.05
C  -2.33  -2.87  -1.16  -0.12
C  -3.55  -3.51  -1.89  -0.17
C  -4.82  -2.72  -1.55  -0.21
S  -5.74  -3.32  -0.14  0.57
O  -6.95  -2.57  -0.05  -0.24
O  -5.92  -4.73  -0.33  -0.26
O  -4.88  -3.05  1.16  -0.13
H  0.66  1.32  -3.01  0.07
H  1.39  -0.30  -3.18  0.07
H  1.31  0.47  -1.60  0.09
H  -0.53  -0.69  -1.25  0.14
H  -1.89  0.98  -1.53  0.11
H  -0.38  -1.22  -4.18  0.13
H  -1.95  -1.56  -3.40  0.12
H  3.89  -3.72  -1.54  0.01
H  2.71  -6.20  -4.66  0.11
H  2.28  -3.96  -5.28  0.09
H  1.42  -6.12  -0.02  0.12
H  2.76  -5.79  -1.07  0.11
H  1.26  -7.29  -2.80  0.10
H  0.37  -7.64  -1.36  0.03
H  3.06  -8.64  -2.06  0.04
H  2.83  -8.14  -0.36  0.05
H  -1.69  -4.64  0.54  0.09
H  -0.29  -5.64  0.76  0.11
H  -2.36  -6.14  -2.59  0.09
H  -2.34  -8.41  0.55  0.11
H  -2.46  -2.95  -0.08  0.12
H  -2.38  -1.81  -1.39  0.10
H  -3.38  -3.36  -2.96  0.12
H  -3.72  -4.55  -1.63  0.08
H  -5.57  -2.77  -2.34  0.12
H  -4.60  -1.67  -1.37  0.12
H  -4.17  -3.72  1.15  0.08
C  0.56  6.95  -0.31  -0.08
O  0.19  5.72  0.33  -0.21
P  0.67  4.27  -0.19  0.42
O  -0.14  3.30  0.56  -0.26
O  2.18  4.43  0.36  -0.24
C  2.29  4.50  1.78  -0.10
O  1.11  3.56  -1.56  -0.23
C  1.12  4.34  -2.78  -0.09
H  0.25  7.75  0.35  0.09
H  1.64  7.00  -0.46  0.09
H  0.05  7.06  -1.27  0.08
H  1.40  4.12  2.28  0.08
H  2.41  5.56  2.04  0.09
H  3.16  3.94  2.12  0.09
H  1.83  5.17  -2.69  0.09
H  0.13  4.73  -3.00  0.09
H  1.44  3.69  -3.59  0.08
C  -0.17  10.21  6.70  -0.10
O  0.07  9.64  5.40  -0.22
P  1.41  8.74  5.14  0.47
O  1.43  8.63  3.67  -0.26
O  0.82  7.43  5.90  -0.26
C  -0.30  6.77  5.32  -0.10
O  2.93  8.40  5.58  -0.21
C  3.56  9.12  6.67  -0.09
H  -1.18  10.63  6.69  0.09
H  -0.11  9.45  7.48  0.09
H  0.54  11.01  6.91  0.08
H  -0.41  7.02  4.26  0.08
H  -1.21  7.04  5.85  0.08
H  -0.14  5.70  5.42  0.09
H  3.01  8.97  7.60  0.09
H  3.63  10.18  6.44  0.09
H  4.56  8.71  6.79  0.09